## P
This record from the OMol25 dataset describes C4H5NO2 in the gas phase. The level of theory is ωB97M-V/def2-TZVPD.

Results
* SMILES string: O=C[C@H]1CN=CO1
* HOMO: -0.3715 Ha
* Kohn-Sham gap: 10.662 eV

```
12
C4H5NO2, DFT ωB97M-V/def2-TZVPD
O -1.93639 0.77228 0.85386
C -1.78301 -0.00496 -0.06575
C -0.36084 -0.03779 -0.54565
C 0.33142 0.81563 0.50118
N 1.89715 0.29590 0.17774
C 1.68464 -0.89690 -0.16895
O 0.26860 -1.29628 -0.44839
H -2.62303 -0.62206 -0.42542
H -0.20449 0.41156 -1.54755
H 0.20413 1.90725 0.44004
H 0.22937 0.45578 1.52892
H 2.29245 -1.80041 -0.30003
```

## Q
This record from the OMol25 dataset describes C4H5NO2 in the gas phase. The level of theory is ωB97M-V/def2-TZVPD.

Results
* HOMO: -0.3428 Ha
* Kohn-Sham gap: 9.241 eV

```
12
C4H5NO2, DFT ωB97M-V/def2-TZVPD
O -1.23156 2.28199 -0.16141
C -0.39735 1.41207 -0.00183
C -0.87705 -0.01039 0.39501
C -0.23139 -1.18671 -0.33667
N 1.23241 -1.15455 -0.19098
C 1.91214 -0.19752 -0.05663
O 0.88291 1.60431 -0.10272
H -0.71639 -0.13551 1.47462
H -1.95618 -0.04657 0.21383
H -0.42484 -1.15949 -1.41423
H -0.57660 -2.14836 0.04750
H 2.38392 0.74072 0.13353
```

Most stable one: P, least stable one: Q.

## P
This record from the OMol25 dataset describes C4H5NO2 in the gas phase. The level of theory is ωB97M-V/def2-TZVPD.

Results
* SMILES string: C=C(C=O)C(N)=O
* HOMO: -0.3636 Ha
* Kohn-Sham gap: 8.842 eV

```
12
C4H5NO2, DFT ωB97M-V/def2-TZVPD
C -1.18862 -1.25030 1.11379
C -0.34297 -0.25216 0.57275
C -1.05168 1.09750 0.55772
O -0.65174 2.05200 -0.08764
C 0.66245 -0.59159 -0.45926
N 1.39540 0.55616 -0.64903
O 1.16043 -1.71066 -0.87836
H -1.04900 -2.34069 0.53583
H -2.33609 -1.48183 1.42777
H -2.02543 0.99017 1.31055
H 2.12288 0.66841 -1.33885
H 0.97519 1.51937 -0.37400
```

## Q
This record from the OMol25 dataset describes C4H5NO2 in the gas phase. The level of theory is ωB97M-V/def2-TZVPD.

Results
* HOMO: -0.3072 Ha
* Kohn-Sham gap: 7.236 eV

```
12
C4H5NO2, DFT ωB97M-V/def2-TZVPD
O 1.11040 2.20638 0.46224
C 0.39906 1.24300 0.27672
N 1.17877 0.08014 -0.46032
C 1.10394 -1.15861 -0.17853
C -1.61435 -0.26327 -0.00405
O -2.66917 -0.71987 0.40696
C -0.90222 0.86008 0.55611
H 1.82787 0.40108 -1.17648
H 0.46970 -1.46011 0.65082
H 1.65339 -1.90014 -0.75253
H -1.15776 -0.72570 -0.91756
H -1.46949 1.52723 1.19787
```

Most stable one: Q, least stable one: P.

## P
This record from the OMol25 dataset describes C4H5NO2 in the gas phase. The level of theory is ωB97M-V/def2-TZVPD.

Results
* SMILES string: O=C[C@H]1CN1C=O
* HOMO: -0.3748 Ha
* Kohn-Sham gap: 10.827 eV

```
12
C4H5NO2, DFT ωB97M-V/def2-TZVPD
O -2.49849 0.01426 1.01107
C -1.53211 -0.04136 0.29225
C -0.19934 -0.54891 0.75313
C 0.70764 -1.08315 -0.31246
N 1.00510 0.16531 0.32377
C 0.90488 1.36413 -0.40409
O 0.91360 1.44293 -1.60768
H -1.57832 0.26822 -0.77406
H -0.18295 -0.95109 1.76283
H 0.36576 -1.03992 -1.34576
H 1.37814 -1.90089 -0.06423
H 0.88632 2.24309 0.26143
```

## Q
This record from the OMol25 dataset describes C4H5NO2 in the gas phase. The level of theory is ωB97M-V/def2-TZVPD.

Results
* SMILES string: COc1ccon1
* HOMO: -0.3567 Ha
* Kohn-Sham gap: 10.721 eV

```
12
C4H5NO2, DFT ωB97M-V/def2-TZVPD
C -1.11865 1.37608 1.31661
O -1.18472 0.76890 0.02700
C -0.15265 -0.01972 -0.27459
C -0.03277 -0.74216 -1.49759
C 1.16726 -1.34767 -1.35512
O 1.72152 -1.04157 -0.17675
N 0.87611 -0.19747 0.51717
H -1.41631 0.65593 2.08573
H -0.10191 1.71764 1.52394
H -1.81239 2.21619 1.29083
H -0.73341 -0.78444 -2.31603
H 1.74921 -2.00732 -1.98228
```

## R
This record from the OMol25 dataset describes C4H5NO2 in the gas phase. The level of theory is ωB97M-V/def2-TZVPD.

Results
* SMILES string: O=C[C@H]1CN1C=O
* HOMO: -0.3655 Ha
* Kohn-Sham gap: 10.591 eV

```
12
C4H5NO2, DFT ωB97M-V/def2-TZVPD
O 2.54461 -0.40150 -0.63606
C 1.35799 -0.21640 -0.76218
C 0.56133 0.42261 0.36906
C -0.63099 1.23178 0.04117
N -0.79844 0.05920 0.86905
C -1.16219 -1.23084 0.50372
O -0.39515 -1.95733 -0.08246
H 0.85748 -0.38355 -1.74036
H 1.19370 0.65972 1.21354
H -0.98114 1.16827 -0.98725
H -0.77143 2.18420 0.53856
H -2.10852 -1.61303 0.91332
```

## S
This record from the OMol25 dataset describes a molecular structure, C4H5NO2. The level of theory is ωB97M-V/def2-TZVPD.

Results
* HOMO: -0.3256 Ha
* Kohn-Sham gap: 7.956 eV

```
12
C4H5NO2, DFT ωB97M-V/def2-TZVPD
O 0.93864 -1.18775 -0.30444
C 1.57059 -0.03301 -0.47514
C 1.01446 1.06351 0.04284
C -0.44144 0.85533 0.35184
N -0.40021 -0.53482 0.72113
C -1.36194 -1.36767 0.10321
O -2.26820 -0.97627 -0.58369
H 2.43076 0.02953 -1.14174
H 1.52884 1.98830 0.21493
H -1.13182 1.07487 -0.48556
H -0.70593 1.50323 1.19644
H -1.17376 -2.41526 0.36018
```

Most stable one: P, least stable one: S.

## P
This record from the OMol25 dataset describes 2 unconnected molecules or ions with the total composition C4H5NO2. The level of theory is ωB97M-V/def2-TZVPD.

Results
* SMILES string: N=C=C=O.CC=O
* HOMO: -0.3178 Ha
* Kohn-Sham gap: 7.657 eV

```
12
C4H5NO2, DFT ωB97M-V/def2-TZVPD
N 0.16372 -1.79310 1.53159
C 0.97998 -0.90183 1.45047
C 1.25728 0.34744 1.18102
O 2.04070 1.21874 1.14234
H -0.73874 -1.67393 1.05825
C -0.13294 0.38162 -1.42511
C -1.01007 0.45741 -0.20589
O -1.59340 -0.48053 0.25517
H -0.79248 0.74663 -2.23397
H 0.71784 1.03763 -1.27260
H 0.07849 -0.76117 -1.61536
H -0.97036 1.42110 0.13410
```

## Q
This record from the OMol25 dataset describes C4H5NO2 in the gas phase. The level of theory is ωB97M-V/def2-TZVPD.

Results
* SMILES string: O=CC(=O)N1CC1
* HOMO: -0.3666 Ha
* Kohn-Sham gap: 10.022 eV

```
12
C4H5NO2, DFT ωB97M-V/def2-TZVPD
O 1.59957 1.56467 0.97843
C 1.89688 0.47972 0.54442
C 0.91110 -0.48008 -0.13508
O 1.19253 -1.03476 -1.17048
N -0.29131 -0.51316 0.54913
C -1.50950 -0.77291 -0.17799
C -1.00845 0.62091 -0.08471
H 2.92633 0.08978 0.55445
H -2.33785 -1.04928 0.46289
H -1.43925 -1.28710 -1.13316
H -0.61580 1.02526 -1.02272
H -1.32425 1.35696 0.63482
```

## R
This record from the OMol25 dataset describes C4H5NO2 in the gas phase. The level of theory is ωB97M-V/def2-TZVPD.

Results
* SMILES string: C=C/N=C\OC=O
* HOMO: -0.3407 Ha
* Kohn-Sham gap: 9.390 eV

```
12
C4H5NO2, DFT ωB97M-V/def2-TZVPD
C 0.78166 -1.42531 0.14860
C -0.30367 -0.76522 0.56936
N -0.02982 0.37305 1.35729
C 0.32936 1.40717 0.73667
O 0.26510 1.46914 -0.61443
C -0.72052 0.53158 -1.19030
O -1.89686 0.66549 -1.04370
H 1.69903 -0.86971 -0.04260
H 0.82564 -2.50209 0.17241
H -1.29377 -1.20908 0.63394
H 0.70527 2.27583 1.27880
H -0.22552 -0.03835 -1.97464
```

## S
This record from the OMol25 dataset describes C4H5NO2 in the gas phase. The level of theory is ωB97M-V/def2-TZVPD.

Results
* SMILES string: C=C/C=C\[N+](=O)[O-]
* HOMO: -0.3577 Ha
* Kohn-Sham gap: 8.561 eV

```
12
C4H5NO2, DFT ωB97M-V/def2-TZVPD
C 0.59191 0.24678 -2.31563
C 0.47020 0.11663 -0.94816
C -0.72473 0.21614 -0.10188
C -0.91242 -0.03185 1.25935
N 0.12675 -0.38939 2.17737
O -0.17289 -0.38120 3.32737
O 1.27400 -0.59761 1.72651
H -0.22495 0.16206 -3.11213
H 1.64523 0.07996 -2.65201
H 1.32799 0.18789 -0.25959
H -1.50348 0.23273 -0.82287
H -1.89761 0.15788 1.72165
```

Most stable one: Q, least stable one: S.

## P
This record from the OMol25 dataset describes C4H5NO2 in the gas phase. The level of theory is ωB97M-V/def2-TZVPD.

Results
* SMILES string: C#CCN(O)C=O
* HOMO: -0.3566 Ha
* Kohn-Sham gap: 10.139 eV

```
12
C4H5NO2, DFT ωB97M-V/def2-TZVPD
C -0.55841 -2.05985 0.74152
C -0.62444 -0.77869 0.96007
C -0.62115 0.57201 0.72860
N 0.46230 0.93117 -0.03907
O 1.67837 0.23361 0.24213
C 0.20228 0.42248 -1.43949
O -0.88320 0.79329 -2.00746
H -0.90215 -3.16895 0.76425
H -0.75122 1.19083 1.68862
H -1.56833 0.98221 0.18987
H 2.50250 1.06017 0.17656
H 1.06346 -0.17827 -2.00561
```

## Q
This record from the OMol25 dataset describes C4H5NO2 in the gas phase. The level of theory is ωB97M-V/def2-TZVPD.

Results
* SMILES string: O=C[C@H]1CN=CO1
* HOMO: -0.3740 Ha
* Kohn-Sham gap: 10.787 eV

```
12
C4H5NO2, DFT ωB97M-V/def2-TZVPD
O 1.90055 -1.08710 1.46836
C 1.61435 -0.79171 0.33553
C 0.19246 -0.53651 -0.14406
C -0.76014 0.12331 0.83895
N -1.57708 0.92501 -0.09546
C -0.86674 1.05923 -1.13801
O 0.32496 0.42011 -1.20892
H 2.39728 -0.54137 -0.41039
H -0.48068 -1.30527 -0.56591
H -1.34409 -0.64378 1.35356
H -0.28966 0.75867 1.59919
H -1.11123 1.61941 -2.03283
```

## R
This record from the OMol25 dataset describes a molecular structure, C4H5NO2. The level of theory is ωB97M-V/def2-TZVPD.

Results
* HOMO: -0.3528 Ha
* Kohn-Sham gap: 10.329 eV

```
12
C4H5NO2, DFT ωB97M-V/def2-TZVPD
C -1.83212 0.14883 -0.64096
N 1.49270 -1.22776 0.19769
C 1.60603 0.11778 0.50406
C -0.55267 0.05818 0.05729
C 0.19305 0.63362 0.94415
O 0.59932 -0.78144 -0.85677
O 2.59132 0.79476 0.71362
H 2.34404 -1.64065 -0.17129
H 0.06057 1.36937 1.71295
H -2.47849 0.88377 -0.14807
H -1.69225 0.46668 -1.67739
H -2.33149 -0.82312 -0.63529
```

Most stable one: Q, least stable one: P.

## P
This record from the OMol25 dataset describes C4H5NO2 in the gas phase. The level of theory is ωB97M-V/def2-TZVPD.

Results
* SMILES string: COc1ccon1
* HOMO: -0.3568 Ha
* Kohn-Sham gap: 10.722 eV

```
12
C4H5NO2, DFT ωB97M-V/def2-TZVPD
C -0.15874 2.08653 0.47292
O -0.56985 1.12027 -0.49520
C -0.21751 -0.12298 -0.16247
C -0.35695 -1.27762 -0.99305
C 0.35894 -2.19462 -0.29967
O 0.75364 -1.70989 0.88213
N 0.41077 -0.37883 0.95816
H -0.67199 1.90308 1.42088
H 0.92098 2.02043 0.65053
H -0.42711 3.05931 0.06603
H -0.88531 -1.38383 -1.93218
H 0.84313 -3.12185 -0.56808
```

## Q
This record from the OMol25 dataset describes a molecular structure, C4H5NO2. The level of theory is ωB97M-V/def2-TZVPD.

Results
* HOMO (alpha / beta): -0.2950 / -0.2950 Ha
* Kohn-Sham gap (alpha / beta): 8.307 / 8.308 eV

```
12
C4H5NO2, DFT ωB97M-V/def2-TZVPD
C 1.77033 0.21114 0.91504
C 0.44139 0.07075 0.24391
C -0.47319 1.16887 -0.32202
O -0.68987 0.54808 -1.71554
C -1.08314 -0.40630 -0.92907
O -2.32875 -0.84693 -1.06719
N -0.10235 -1.05568 -0.08253
H 2.12246 -0.75330 1.29783
H 2.51075 0.58049 0.18546
H 1.73834 0.95438 1.71568
H -1.41086 1.13393 0.24767
H -2.49510 -1.60545 -0.48924
```

Most stable one: P, least stable one: Q.